31
Properties=species:S:1:pos:R:3 method="wB97M-V/def2-TZVPD" homo_energy_ev=-11.75 lumo_energy_ev=-3.0 charge=+1 gap_ev=8.71 energy_ha=-1981.0861
N -1.00263 -0.79073 3.90404
P -1.49385 0.76678 3.24026
O -1.80374 1.72798 4.58095
N -3.04060 0.56882 2.35779
Cl -2.93196 -0.63253 1.13361
S -4.44736 0.36154 3.34404
O -5.55152 0.02351 2.41931
O -4.74109 1.60310 4.08416
F -4.28151 -0.88920 4.35391
H -0.72678 -1.32888 3.08430
H -0.14195 -0.62865 4.42783
H -1.91184 2.60654 4.19606
C 3.58896 0.75214 -3.84574
C 2.46157 -0.23673 -4.05985
N 1.62980 -0.45020 -2.86576
C 0.58508 -1.34666 -2.80010
C 0.10247 -1.30064 -1.53375
N 0.84953 -0.36461 -0.85696
C 1.75574 0.15242 -1.68535
C 0.69753 0.01168 0.54966
H 4.24598 0.42934 -3.03549
H 4.18606 0.83942 -4.75081
H 3.20161 1.74225 -3.59696
H 2.87022 -1.20665 -4.34697
H 1.80798 0.10397 -4.86409
H 0.32129 -1.92048 -3.67078
H -0.68585 -1.82510 -1.02429
H 2.46842 0.91717 -1.42764
H 0.45776 1.07054 0.61469
H 1.63064 -0.18974 1.07431
H -0.09997 -0.56638 0.99963